Record 1
Entry from OMol25: a molecular structure, C14H13N6SScSe2Te2 at a distorted geometry (ωB97M-V with the def2-TZVPD basis set).

Structure (XYZ):
```
39
Properties=species:S:1:pos:R:3:mulliken_charge:R:1
Sc -0.16972 0.18622 -0.53746 0.6128
C 0.14584 -2.49012 -4.11770 -1.2284
C 0.33415 -1.87207 -2.75194 0.1648
N -0.12744 -0.62057 -2.51422 0.7133
N -0.68244 -0.00923 -3.56164 -1.1856
C -1.02922 1.28196 -3.45289 0.6020
N -1.43427 1.95587 -4.56398 -0.3883
S -0.84115 2.29056 -2.01616 -0.4522
C 0.82938 -2.56491 -1.58582 0.8136
C 1.31826 -3.85927 -1.62691 -0.7318
C 1.84950 -4.43009 -0.46874 -0.3364
C 1.76204 -3.71161 0.74090 -0.8254
C 1.23120 -2.46122 0.73800 0.1286
N 0.67783 -1.94868 -0.36717 0.0641
H -0.83202 -2.11506 -4.47579 0.3584
H 0.16938 -3.59014 -4.10122 0.4057
H 0.90733 -2.11137 -4.86122 0.2571
H -1.52063 1.44906 -5.43896 0.2279
H -1.60434 2.94502 -4.61636 0.1879
H 1.38990 -4.39612 -2.56458 0.2941
H 2.23252 -5.44672 -0.43294 0.4058
H 1.98988 -4.24019 1.63132 0.4133
H 1.13507 -1.85105 1.65447 0.2515
Se 1.93985 1.63959 0.10244 -0.3037
Te 2.35934 1.13340 2.68703 -0.4342
Te -1.27229 5.59785 3.89592 -0.0871
Se -2.54534 0.58661 0.75773 -0.1917
N -0.08110 0.82023 6.62303 -0.4772
C -0.31951 1.20182 5.52985 -0.0728
C -0.54294 1.73517 4.23065 0.2950
C -0.13340 3.05204 4.07532 -0.5176
C -0.46777 3.81189 2.80491 -0.9246
C -1.30805 3.13859 1.85855 0.1843
N -1.58622 1.83463 2.05255 -0.1958
C -1.16754 1.12676 3.12638 0.1794
H 0.24346 3.63553 4.93704 0.3970
H 0.30343 4.46173 2.39113 0.4723
H -1.68100 3.73477 1.00916 0.4264
H -1.47195 0.09913 3.20931 0.4976
```

Multiplicity = 1
HOMO energy (alpha / beta) = -6.388 / -6.346 eV
Energy relative to the best compared isomer or geometry (same formula, charge and spin) = 559.7 kJ/mol
Maximum force = 0.080 hartree/bohr
E = -7367.57137 Ha
Total charge = 0


Record 2
Entry from OMol25: a gas-phase ion, C4H8N3S (charge +1) at a distorted geometry (ωB97M-V with the def2-TZVPD basis set).

Structure (XYZ):
```
16
Properties=species:S:1:pos:R:3:mulliken_charge:R:1
N -1.39176 1.60895 -0.26609 -0.7036
C -1.17244 -0.00745 0.43074 0.0829
S -2.52830 -1.09678 -0.15595 -0.1262
C 0.20417 -0.22597 0.05207 -0.1992
N 1.06328 0.74104 -0.01220 0.0042
C 2.31152 0.18994 -0.10472 -0.3381
C 2.18506 -1.18186 -0.12582 -0.2975
N 0.84728 -1.44522 0.03663 -0.0732
H -2.27658 2.02359 0.21716 0.2994
H -1.69591 1.44638 -1.14783 0.2551
H -1.27213 0.10537 1.58648 0.3273
H -3.39987 -0.36486 0.56489 0.1642
H 0.58992 1.70100 -0.18734 0.4129
H 3.21823 0.70418 -0.28227 0.4277
H 2.97167 -1.82901 -0.39935 0.4094
H 0.34583 -2.36929 -0.20641 0.3546
```

Multiplicity = 1
HOMO energy = -13.377 eV
Energy relative to the best compared isomer or geometry (same formula, charge and spin) = 170.3 kJ/mol
Maximum force = 0.124 hartree/bohr
E = -719.38598 Ha
SMILES string = N[C@@H](S)c1[nH]cc[nH+]1
Total charge = +1


Record 3
Entry from OMol25: a molecular structure, C46H39Cl2CuF6N8O18S2 at a distorted geometry (ωB97M-V with the def2-TZVPD basis set).

Structure (XYZ):
```
122
Properties=species:S:1:pos:R:3:mulliken_charge:R:1
Cu -2.47168 0.43046 -1.12451 0.6069
C 1.26012 0.78155 0.87752 0.4959
F 2.45693 0.25948 0.88787 -0.1296
F 0.43608 0.00380 1.55418 -0.0166
F 1.32766 1.98645 1.41065 0.1577
S 0.66620 0.99181 -0.91124 -0.1726
O 0.01776 2.28382 -0.90008 -0.6046
O 1.79345 0.92374 -1.79839 -0.1874
N -0.56089 -0.25792 -1.23147 1.2180
S 0.17545 -1.62275 -1.58050 -0.2753
O 1.46480 -1.96746 -1.03802 -0.0122
O -0.92682 -2.53666 -1.34098 -0.3419
C 0.39240 -1.58332 -3.50159 0.4028
F 0.49570 -2.83098 -3.91927 -0.1698
F -0.62275 -0.98306 -4.12341 -0.1711
F 1.49931 -0.93331 -3.82739 -0.1443
Cl 5.77835 -0.19865 -2.89266 -0.2112
C 4.72544 -1.29854 -1.96608 0.4636
C 5.41485 -2.59365 -1.61475 -0.3360
Cl 4.52322 -3.30429 -0.21271 -0.1724
H 3.80863 -1.47276 -2.53219 -0.1492
H 4.32245 -0.70903 -1.14448 -0.2162
H 6.43596 -2.43731 -1.27904 0.3849
H 5.39844 -3.31009 -2.43036 0.2912
C 3.53375 5.40696 4.82089 -0.4187
C 3.61050 4.11205 4.34592 -0.6946
C 3.47064 3.89244 2.97584 0.1418
C 3.31321 4.95801 2.10572 -0.0152
C 3.25799 6.26767 2.59200 -0.3898
C 3.45916 6.49591 3.94304 -0.7098
N 3.07811 4.69222 0.68297 1.2155
O 3.42034 3.60882 0.24922 -0.6180
O 2.52398 5.54640 0.02995 -0.6119
H 3.42683 5.42820 5.89966 0.4042
H 3.78618 3.24821 4.97131 0.5214
H 3.32955 2.90769 2.55197 0.3355
H 3.18998 7.13129 1.94492 0.4449
H 3.48508 7.47226 4.40523 0.3860
C -4.45553 -2.43369 -7.49143 -0.2747
C -3.71184 -1.30763 -7.12588 -0.8674
C -3.46824 -1.07605 -5.77613 0.1723
C -3.97585 -1.90944 -4.80719 0.0850
C -4.68598 -3.03625 -5.20447 -0.2380
C -4.88276 -3.35384 -6.53709 -0.7073
N -3.85703 -1.54353 -3.40364 1.0468
O -3.04986 -0.67904 -3.04480 -0.4104
O -4.60492 -2.08524 -2.63358 -0.5836
H -4.62385 -2.64139 -8.54005 0.3855
H -3.26120 -0.76843 -7.94557 0.3794
H -2.82920 -0.23833 -5.52448 0.3702
H -5.20153 -3.62080 -4.45215 0.4066
H -5.43269 -4.24006 -6.81409 0.3979
C -0.27269 -5.04214 1.47125 -0.3536
C 0.94480 -4.52541 1.03471 -0.2455
C 1.47515 -4.92569 -0.17959 0.1662
C 0.88174 -5.94030 -0.89682 -0.3927
C -0.30545 -6.49877 -0.45896 -0.6486
C -0.87659 -6.02996 0.71555 -0.3158
N 1.48076 -6.40908 -2.15478 1.0469
O 0.97715 -7.34788 -2.72312 -0.6162
O 2.47738 -5.85361 -2.54643 -0.6188
H -0.68838 -4.62662 2.37926 0.4879
H 1.48225 -3.86844 1.70609 0.4233
H 2.38770 -4.53232 -0.60969 0.0271
H -0.76404 -7.31579 -0.99829 0.5064
H -1.84150 -6.43558 0.99416 0.4669
C 1.54388 0.55677 5.23458 -0.8469
C 0.97904 1.34299 6.21629 -0.3520
C -0.34733 1.19714 6.51352 -0.3536
C -1.08465 0.17692 5.90553 0.2079
C -0.52803 -0.68705 4.96345 -0.6786
C 0.77812 -0.40488 4.58492 -0.1777
N -2.50920 -0.02909 6.25462 1.0981
O -2.92396 0.47919 7.26593 -0.6244
O -3.15850 -0.67848 5.45753 -0.5825
H 2.54416 0.73260 4.86114 0.4877
H 1.64725 2.07298 6.65649 0.3913
H -0.89521 1.83852 7.19204 0.5454
H -1.02413 -1.54270 4.53474 0.3166
H 1.29180 -0.99670 3.83796 0.5435
C -0.15314 5.21110 3.66215 -0.4303
C -0.21015 4.99682 2.28401 -0.8607
C -0.70613 3.80813 1.76150 -0.0833
C -1.39531 2.96019 2.62190 0.2891
C -1.43308 3.18971 3.99704 -0.5457
C -0.89991 4.36066 4.47991 -0.6949
N -2.10305 1.79559 2.13163 0.4240
O -2.75062 1.09359 2.85864 -0.5168
O -2.02577 1.53677 0.91912 -0.1012
H 0.35593 6.08504 4.04240 0.5254
H 0.28240 5.68377 1.60795 0.5472
H -0.65213 3.63072 0.69930 0.3957
H -1.99585 2.51473 4.62408 0.7020
H -0.99320 4.44933 5.55586 0.4321
C 0.10445 4.19308 -4.04886 -0.4537
C 0.30566 4.30285 -5.40799 -0.5658
C 1.57823 4.27208 -5.93657 -0.4009
C 2.68110 4.11461 -5.09032 -0.2585
C 2.48173 3.99964 -3.72307 -0.2673
C 1.19790 4.11090 -3.19534 -0.2024
N 3.99963 3.96633 -5.69289 1.0387
O 4.07308 4.07456 -6.90251 -0.6107
O 4.96362 3.81730 -4.97366 -0.6006
H -0.93459 4.30183 -3.75819 0.4786
H -0.52909 4.37851 -6.09256 0.3913
H 1.67975 4.17511 -7.00790 0.4375
H 3.30372 3.74195 -3.06850 0.5519
H 1.09655 3.97644 -2.13020 0.4304
C -4.48963 -5.63155 1.86193 -0.6546
C -4.44753 -5.16338 0.55144 -0.7721
C -3.83610 -3.93414 0.30443 -0.3528
C -3.31216 -3.19402 1.32470 0.1223
C -3.40020 -3.62159 2.63469 -0.1186
C -3.95194 -4.87214 2.89745 -0.6416
N -2.58080 -1.95209 1.05542 0.8410
O -3.02976 -1.20028 0.18431 -0.3418
O -1.61907 -1.67097 1.70793 -0.1103
H -5.04790 -6.53985 2.04774 0.4302
H -4.97158 -5.64109 -0.26234 0.4622
H -3.83386 -3.62705 -0.73398 0.3694
H -3.14564 -3.02592 3.50176 0.4819
H -3.98294 -5.22967 3.91635 0.4611
```

Multiplicity = 2
HOMO energy (alpha / beta) = -11.361 / -11.361 eV
Energy relative to the best compared isomer or geometry (same formula, charge and spin) = 0.0 kJ/mol
Maximum force = 0.099 hartree/bohr
E = -7524.09161 Ha
Total charge = +1


Record 4
Entry from OMol25: 2 unconnected molecules or ions with the total composition C3H9N5O at a distorted geometry (ωB97M-V with the def2-TZVPD basis set).

Structure (XYZ):
```
18
Properties=species:S:1:pos:R:3:mulliken_charge:R:1
H 0.17470 0.52489 1.76992 0.2540
N 0.88150 -0.20605 1.54441 -0.0117
N 0.44676 -1.37342 1.63433 -0.4794
C -0.87884 -1.69647 1.60059 0.0383
N -1.70878 -1.07286 0.85885 -0.4780
H -2.64878 -1.45166 0.84206 0.1984
H -1.09442 -2.55437 2.24664 0.3938
C -0.68582 -0.10948 -1.86075 -0.9859
C -0.11268 0.87699 -0.87769 0.7985
O -0.60719 1.95316 -0.60886 -0.6574
N 1.20234 0.60976 -0.48633 0.0056
N 2.05246 1.68398 -0.16972 -0.7502
H -1.62750 -0.47055 -1.44961 0.2536
H -0.90669 0.39490 -2.79820 0.3354
H -0.03115 -0.95875 -2.02861 0.2721
H 1.68869 -0.20507 -0.83414 0.2645
H 1.45432 2.51089 -0.15964 0.2856
H 2.40107 1.54411 0.77675 0.2628
```

Multiplicity = 1
HOMO energy = -8.724 eV
Energy relative to the best compared isomer or geometry (same formula, charge and spin) = 283.9 kJ/mol
Maximum force = 0.043 hartree/bohr
E = -468.61806 Ha
SMILES string = [H]/N=N\C=N\[H].CC(=O)NN
Total charge = 0


> Which of these has the highest multiplicity?

C46H39Cl2CuF6N8O18S2


> What is the formula in the fourth record?

C3H9N5O